(1)
This record from the OMol25 dataset describes a cluster of 2 separate species, C29H36N4O11P in total. The level of theory is ωB97M-V/def2-TZVPD.

Its highest occupied orbital energy is -0.4329 Ha. Its total charge is +1. The value obtained for the orbital gap is 7.2 eV. The energy above the lowest of the compared OMol25 structures with the same formula, charge and spin is 0.0 kJ/mol.

The geometry in XYZ format:
```
81
Properties=species:S:1:pos:R:3:mulliken_charge:R:1
P -2.49846 -1.01470 -3.66135 0.589
O 4.16073 -3.90451 1.91077 -0.597
O -3.56524 -1.68379 -2.94050 -0.623
O -0.88100 5.22221 -3.11872 -0.438
O 0.44497 -0.14539 1.61540 -0.285
O -4.57999 -1.12719 -0.51545 -0.324
O -1.47121 -2.11312 -4.24773 -0.553
O -0.17498 4.50435 -2.11430 -0.106
O -4.91986 1.09184 -0.86903 -0.572
O 6.05804 -4.63545 2.60504 -0.594
O -3.17867 -0.20544 -4.87875 -0.423
O -1.55327 0.74965 1.91306 -0.555
N -0.90582 1.24683 -3.04297 -0.155
N 4.91617 -4.27855 2.79173 1.012
N 2.63349 3.77997 0.73205 -0.833
N -2.15911 3.11890 -5.92930 -0.679
C -1.47780 -0.13083 -1.21071 0.450
C 5.25071 -4.69917 5.19223 -0.419
C 5.22879 -0.98300 0.71547 -1.331
C -0.12604 3.38742 1.09200 -0.452
C 0.40704 3.38665 -2.74686 -0.972
C -2.02825 2.54743 -4.81291 0.149
C -7.67301 1.01931 -0.67970 -1.156
C 3.09626 -3.93291 4.41566 -0.129
C 0.59574 4.18987 1.95277 -0.885
C -0.78757 0.74000 -0.35141 -0.190
C 4.76482 -4.73853 6.48927 -0.454
C -0.90126 1.54691 -4.49991 -1.748
C -0.66522 0.46600 1.14160 -0.402
C 1.94993 4.32823 1.72441 -0.520
C -0.18149 1.86411 -0.88411 0.932
C 2.61618 -3.97711 5.71437 -0.563
C -1.54332 0.13979 -2.55489 0.773
C 3.44846 -4.38204 6.74975 -0.398
C 2.69641 -1.09719 1.28690 -0.466
C 1.91354 3.01410 -0.06343 0.337
C -3.39279 -0.91823 0.22416 -0.954
C -2.10291 -1.34650 -0.52779 -1.299
C -0.26456 2.10290 -2.25128 0.829
C -5.35211 -0.01190 -0.61848 0.581
C 1.46210 -0.44706 0.64478 0.575
C 0.55841 2.76272 0.05246 -0.046
C 4.40818 -4.30038 4.16936 0.119
C 3.77892 -1.13933 0.17044 -0.367
C -6.84978 -0.24400 -0.44529 -0.263
H -2.22729 -2.21366 -1.17425 0.860
H 1.83811 0.44002 0.12670 -0.382
H -7.53281 1.45034 -1.67563 0.301
H -1.18943 3.22601 1.24707 0.542
H 5.27319 -0.72394 1.77530 0.345
H 6.27474 -4.98017 4.99261 0.459
H 5.71712 -0.16739 0.16563 0.398
H 0.08587 1.91688 -4.78054 0.691
H -1.02070 -2.49258 -3.47658 0.431
H 1.12447 -1.14883 -0.13592 0.060
H 5.81630 -1.87264 0.47199 0.240
H -3.25407 0.10845 0.57003 0.627
H -3.45784 -1.53532 1.13079 0.481
H -1.01336 0.62938 -5.07735 0.840
H 0.33513 3.56918 -3.81913 0.641
H -2.68217 -0.46428 -5.67672 0.379
H 3.69941 -2.06808 -0.40658 0.395
H 2.44169 2.53812 -0.89630 0.452
H 1.59139 -3.69869 5.92005 0.382
H 5.41176 -5.05090 7.29761 0.380
H 0.09816 4.68424 2.77912 0.442
H -1.25398 5.96639 -2.62344 0.320
H -7.47064 1.80503 0.05451 0.300
H -1.38497 -1.64975 0.25053 0.424
H -2.76627 2.72581 -4.02114 0.560
H 3.06605 -0.49666 2.12389 0.573
H -7.14568 -0.97334 -1.21301 0.255
H -8.74067 0.77899 -0.60199 0.377
H 2.51269 4.94636 2.42497 0.418
H 2.44570 -3.61766 3.61301 0.396
H 3.06938 -4.42095 7.76287 0.385
H -1.39446 2.81106 -6.54138 0.259
H -7.02945 -0.66296 0.55029 0.310
H 3.63104 -0.33204 -0.56426 0.363
H 1.46570 3.35599 -2.48077 0.412
H 2.51078 -2.13528 1.56914 0.085
```

***

(2)
This record from the OMol25 dataset describes the ion C5H11N2 with charge +1. The level of theory is ωB97M-V/def2-TZVPD.

Its highest occupied orbital energy is -0.4799 Ha. Its total charge is +1. The value obtained for the orbital gap is 9.8 eV. The energy above the lowest of the compared OMol25 structures with the same formula, charge and spin is 136.0 kJ/mol.

The geometry in XYZ format:
```
18
Properties=species:S:1:pos:R:3:nbo_charge:R:1
N 1.33796 0.92337 1.29605 -0.680
N 0.07887 0.46572 -1.30277 -0.493
C -0.36518 -0.51871 -0.40279 0.083
C 0.30842 0.06456 1.94706 -0.226
C -0.85852 -0.16499 0.97589 -0.457
C -0.24101 -1.81793 -0.70420 -0.401
C -0.62754 0.75284 -2.30082 0.039
H 1.45223 0.63175 0.31549 0.473
H 0.76372 -0.87650 2.24337 0.231
H -1.62860 -0.81216 1.37298 0.272
H -0.34154 1.45805 -3.07005 0.198
H -1.34172 0.81749 0.95196 0.218
H 0.04471 -2.00787 -1.73718 0.212
H 2.24213 0.87604 1.76471 0.447
H -1.57762 0.24307 -2.50147 0.171
H -0.09189 0.43288 2.88664 0.241
H -0.62422 -2.68512 -0.18860 0.229
H 1.03208 1.89541 1.25189 0.442
```

***

(3)
This record from the OMol25 dataset describes the ion C8H16N3O3 with charge +1. The level of theory is ωB97M-V/def2-TZVPD.

Its highest occupied orbital energy is -0.4440 Ha. Its total charge is +1. The value obtained for the orbital gap is 8.9 eV. The energy above the lowest of the compared OMol25 structures with the same formula, charge and spin is 371.5 kJ/mol.

The geometry in XYZ format:
```
30
Properties=species:S:1:pos:R:3:nbo_charge:R:1
O 0.93713 -1.01584 -1.26823 -0.290
O 2.16605 0.45123 0.01990 -0.303
O -1.44047 -1.44093 -2.60789 -0.675
N -0.23683 -0.95335 -0.55808 -0.355
N 1.08479 1.16698 0.47592 -0.168
N -2.52508 -1.19369 -0.66216 -0.369
C -2.52223 -1.04772 0.78089 -0.396
C 1.31834 1.75497 1.56153 0.335
C -3.66214 -1.50416 -1.37912 -0.401
C 0.20600 2.67704 1.99636 -0.652
C 3.17693 -0.79971 -1.74687 -0.700
C 1.99476 -0.39585 -0.86457 0.861
C 2.60566 1.82389 2.33981 -0.686
C -1.36408 -1.25853 -1.24694 0.706
H 3.19295 -0.00021 -2.52212 0.269
H 4.13076 -0.95212 -1.21654 0.273
H 0.58361 3.48392 2.50309 0.230
H -4.40219 -1.83937 -0.53697 0.206
H -0.63208 2.12215 2.50786 0.254
H -2.56163 -0.04343 1.05082 0.206
H 2.92908 0.83034 2.60056 0.248
H 2.43911 2.45906 3.20260 0.247
H 2.82137 -1.58687 -2.43726 0.262
H 3.32018 2.10015 1.63921 0.249
H -3.47871 -2.18496 -2.21246 0.238
H -0.25070 3.04664 0.98646 0.248
H -1.62138 -1.44986 1.04809 0.229
H -0.70451 -1.99641 -2.95352 0.512
H -4.16150 -0.70982 -1.76120 0.205
H -3.34318 -1.54353 1.26085 0.218
```

***

(4)
This record from the OMol25 dataset describes a structure of composition C16H32IN3O5P. The level of theory is ωB97M-V/def2-TZVPD.

Its highest occupied orbital energy is -0.4063 Ha. Its total charge is +1. The value obtained for the orbital gap is 7.5 eV.

The geometry in XYZ format:
```
58
Properties=species:S:1:pos:R:3:nbo_charge:R:1
I -2.96245 3.63842 -1.67264 0.202
P -2.71828 1.20973 0.35417 0.840
O 0.23237 -6.63547 1.40829 -0.548
O 2.05853 2.57875 -3.28181 -0.555
O 1.41531 0.56799 -2.46903 -0.508
O 0.18646 -3.75734 0.80953 -0.558
O 3.92132 1.97321 -2.12298 -0.513
N 0.87706 3.99973 0.20559 -0.547
N -0.32658 2.20884 -0.84479 -0.558
N 1.72399 1.83539 0.17787 -0.709
C -0.46086 0.32240 2.05860 -0.618
C 3.27123 2.83974 -2.61672 0.800
C 1.35564 -4.56797 0.83333 -0.089
C 1.05811 -5.99896 0.44991 -0.089
C -1.43066 3.61672 0.91334 -0.522
C -0.14255 2.37311 -2.30126 -0.322
C 3.62230 4.29472 -2.63871 -0.729
C 1.18181 1.72075 -2.68080 0.788
C 0.76716 2.69068 -0.12793 0.727
C -1.12358 -6.74184 1.01501 -0.253
C -1.70824 -1.28299 -0.70891 -0.611
C -0.35663 -3.52970 2.09497 -0.251
C -1.97410 0.56070 1.90337 -0.741
C -0.43400 4.66856 0.47595 -0.234
C -2.63003 -0.08010 -0.95310 -0.719
C -1.68734 2.64005 -0.24588 -0.231
H -0.46505 -4.45875 2.65812 0.193
H 0.04197 1.19826 2.47862 0.186
H 4.39485 4.43703 -3.39713 0.272
H -2.52434 -0.35160 2.14448 0.262
H -0.13569 3.41466 -2.62641 0.223
H 2.00044 -6.55266 0.40467 0.191
H 0.59673 -6.03436 -0.54185 0.176
H -0.76098 -1.01436 -0.25450 0.203
H -2.28415 1.28454 2.66173 0.239
H -0.27986 5.43242 1.23559 0.240
H 4.00530 4.57749 -1.66144 0.248
H -1.68871 -7.07071 1.88480 0.195
H -2.36611 0.38844 -1.90480 0.225
H -0.75746 5.15635 -0.44213 0.230
H 2.76103 4.90438 -2.90304 0.238
H -1.34175 -3.08220 1.96121 0.179
H 2.43327 2.05309 0.86022 0.427
H -3.65930 -0.42033 -1.07227 0.250
H 1.73271 0.93702 -0.29126 0.463
H 1.47804 4.08884 1.02269 0.398
H 0.02776 0.07490 1.12115 0.199
H -1.09282 3.09095 1.81062 0.230
H 1.82254 -4.53532 1.82229 0.176
H -1.24100 -7.48386 0.21884 0.173
H -1.46514 -1.75604 -1.66287 0.229
H -0.91182 1.80468 -2.82007 0.264
H 2.06233 -4.14598 0.11235 0.185
H -1.52051 -5.78260 0.67208 0.170
H -2.20034 -2.05266 -0.11518 0.218
H 0.27282 -2.83759 2.66828 0.157
H -0.27179 -0.49986 2.75033 0.235
H -2.37894 4.09070 1.16952 0.276
```

***

no.,E_tot (eV)
1,-68417.5269
2,-8335.7099
3,-19156.5463
4,-49200.3277